DFT (ωB97M-V/def2-TZVPD) results for a single C4H5NO2 molecule.

CARTESIAN COORDINATES (ANGSTROEM)
O: 2.545 -0.401 -0.636
C: 1.358 -0.216 -0.762
C: 0.561 0.423 0.369
C: -0.631 1.232 0.041
N: -0.798 0.059 0.869
C: -1.162 -1.231 0.504
O: -0.395 -1.957 -0.082
H: 0.857 -0.384 -1.740
H: 1.194 0.660 1.214
H: -0.981 1.168 -0.987
H: -0.771 2.184 0.539
H: -2.109 -1.613 0.913

Properties
- Spin multiplicity: 1
- Molar mass: 99.089 g mol⁻¹
- SMILES: O=C[C@H]1CN1C=O

Need the natural (NBO) charges? In units of e they are:
1. O -0.5147
2. C 0.4358
3. C -0.1845
4. C -0.2020
5. N -0.4471
6. C 0.5340
7. O -0.5466
8. H 0.1248
9. H 0.2307
10. H 0.2061
11. H 0.2186
12. H 0.1449


DFT (ωB97M-V/def2-TZVPD) results for a 2-piece molecular cluster, C21H26Cl overall.

CARTESIAN COORDINATES (ANGSTROEM)
C: -5.520 -5.800 1.077
C: -4.078 -5.418 1.214
C: -3.653 -4.501 2.119
C: -4.629 -3.866 3.055
C: -2.221 -4.045 2.217
C: -1.265 -4.886 1.410
C: 0.193 -4.632 1.625
C: -1.675 -5.811 0.507
C: -0.712 -6.594 -0.333
C: -3.123 -6.143 0.318
H: -3.260 -7.234 0.456
H: -5.627 -6.546 0.281
H: -5.927 -6.238 2.002
H: -6.152 -4.936 0.820
H: -4.107 -3.266 3.813
H: -5.335 -3.195 2.538
H: -5.227 -4.623 3.582
H: -2.092 -2.886 1.985
H: -1.917 -4.124 3.289
H: 0.342 -3.895 2.428
H: 0.721 -5.553 1.912
H: 0.691 -4.237 0.723
H: -1.270 -7.264 -0.998
H: -0.085 -5.939 -0.956
H: -0.036 -7.215 0.276
H: -3.404 -5.964 -0.737
Cl: 4.050 -0.829 3.339
C: 2.389 -0.794 2.939
C: 1.437 -0.529 3.934
C: 0.076 -0.566 3.620
C: -0.356 -0.876 2.304
C: -1.770 -1.082 2.007
C: -2.305 -0.935 0.592
C: -3.849 -0.727 0.769
C: -4.015 -0.557 2.254
C: -2.814 -0.685 2.920
C: 0.627 -1.048 1.299
C: 1.985 -1.032 1.615
H: 1.763 -0.295 4.940
H: -0.659 -0.342 4.386
H: -1.863 -0.089 0.029
H: -2.078 -1.848 0.027
H: -4.185 0.150 0.190
H: -4.406 -1.602 0.384
H: -4.987 -0.332 2.702
H: -2.662 -0.577 3.993
H: 0.319 -1.185 0.261
H: 2.731 -1.191 0.847

Properties
- Net charge: +1
- Spin multiplicity: 1
- Molar mass: 313.892 g mol⁻¹

Need the natural (NBO) charges? In units of e they are:
1. C -0.6552
2. C 0.0722
3. C -0.0389
4. C -0.6426
5. C -0.3691
6. C -0.0350
7. C -0.6458
8. C 0.0734
9. C -0.6553
10. C -0.4771
11. H 0.2335
12. H 0.2253
13. H 0.2324
14. H 0.2228
15. H 0.2072
16. H 0.2077
17. H 0.2357
18. H 0.1847
19. H 0.2175
20. H 0.2060
21. H 0.2343
22. H 0.2169
23. H 0.2242
24. H 0.2250
25. H 0.2325
26. H 0.2285
27. Cl 0.0993
28. C 0.0249
29. C -0.2351
30. C -0.1264
31. C -0.0970
32. C 0.2597
33. C -0.4926
34. C -0.4782
35. C 0.0551
36. C -0.3139
37. C -0.1298
38. C -0.2338
39. H 0.2512
40. H 0.2256
41. H 0.2689
42. H 0.2618
43. H 0.2642
44. H 0.2622
45. H 0.2440
46. H 0.2469
47. H 0.2316
48. H 0.2506


| no. | total energy (Eh) | maximum force (Eh/bohr) |
| --- | --- | --- |
| 1 | -360.5830 | 0.020 |
| 2 | -1275.6872 | 0.068 |